{
  "formula": "C35H29N9O2RbSe2",
  "method": "wB97M-V/def2-TZVPD",
  "multiplicity": 1,
  "total_charge": -1,
  "symbols": ["Rb", "O", "C", "C", "C", "C", "C", "C", "C", "N", "N", "C", "O", "C", "C", "C", "C", "C", "C", "H", "H", "H", "H", "H", "H", "H", "H", "H", "H", "Se", "Se", "C", "C", "C", "C", "C", "N", "C", "C", "C", "C", "C", "N", "H", "H", "H", "H", "H", "H", "H", "H", "C", "C", "N", "C", "C", "N", "C", "N", "N", "N", "C", "C", "C", "C", "C", "C", "H", "H", "H", "H", "H", "H", "H", "H", "H", "H", "H"],
  "positions_angstrom": [[1.02706, -0.88719, 2.74392], [-0.06109, 1.48976, 2.96144], [0.05667, 2.67180, 2.54534], [-1.06881, 3.55879, 2.74844], [-1.10981, 4.83470, 2.16845], [-0.06045, 5.29553, 1.35596], [1.04470, 4.45058, 1.16540], [1.15181, 3.17474, 1.73894], [2.49340, 2.51489, 1.63628], [2.87375, 1.42453, 2.15833], [4.21249, 1.16314, 1.92039], [4.59340, 0.01593, 2.52378], [3.85156, -0.80497, 3.15820], [6.06110, -0.32536, 2.39317], [6.45802, -1.58951, 2.76922], [7.80047, -2.02011, 2.52537], [8.75239, -1.08315, 2.08601], [8.29740, 0.17892, 1.66534], [6.98642, 0.54196, 1.80523], [-1.86049, 3.12547, 3.35412], [-1.96918, 5.41271, 2.33892], [-0.11278, 6.23329, 0.83463], [1.91743, 4.69067, 0.57107], [3.25893, 2.97922, 0.96500], [5.70298, -2.15931, 3.20061], [8.11021, -2.98889, 2.80076], [9.77035, -1.37283, 1.98821], [9.03242, 0.82835, 1.19921], [6.65771, 1.53416, 1.51288], [-0.05131, -4.90409, -0.03002], [1.77638, -3.98683, 1.11407], [2.47963, -2.59249, -0.11773], [3.70189, -1.97030, 0.19322], [4.05559, -0.89368, -0.57059], [3.29373, -0.48313, -1.65149], [2.14228, -1.21019, -1.91456], [1.74934, -2.24789, -1.14038], [-1.42726, -3.55072, 0.40494], [-2.67454, -3.83186, -0.15769], [-3.62184, -2.82065, -0.18431], [-3.38771, -1.64128, 0.50949], [-2.14584, -1.49801, 1.15714], [-1.19083, -2.46656, 1.12308], [4.23118, -2.36452, 1.05109], [4.90891, -0.27509, -0.24331], [3.68190, 0.37779, -2.21940], [1.43512, -0.92626, -2.74222], [-2.86002, -4.82699, -0.53280], [-4.59155, -2.93129, -0.66410], [-4.20307, -0.89865, 0.57644], [-2.02715, -0.68120, 1.77583], [-1.35026, -1.76562, -2.29903], [-1.53484, -0.33156, -1.88621], [-0.89281, 0.29053, -0.90788], [-1.34786, 1.54361, -0.90892], [-2.15405, 1.76361, -1.94261], [-2.28312, 0.56495, -2.59425], [-3.19878, 0.17248, -3.67614], [-4.40602, -0.45680, -3.18554], [-4.66932, -1.75861, -3.40993], [-5.75159, -2.03161, -2.82370], [-6.23776, -0.88472, -2.20431], [-7.45102, -0.61449, -1.55695], [-7.73260, 0.64775, -1.08675], [-6.72832, 1.63850, -1.14666], [-5.52936, 1.45870, -1.79686], [-5.32981, 0.15149, -2.40738], [-0.53041, -2.11303, -1.73288], [-1.19278, -1.77360, -3.39954], [-2.17145, -2.44870, -2.09616], [-1.17716, 2.26129, -0.08389], [-2.65033, 2.64849, -2.29925], [-2.71733, -0.58415, -4.29322], [-3.56796, 1.00741, -4.27560], [-8.18629, -1.42789, -1.41094], [-8.64292, 0.96962, -0.58552], [-6.89841, 2.58715, -0.67354], [-4.81036, 2.22127, -1.88764]],
  "lowdin_charge": [0.821, -0.281, -0.465, -0.048, -0.137, -0.148, -0.095, -0.150, -0.133, -0.053, 0.010, -0.533, -0.203, -0.165, -0.028, -0.064, -0.102, -0.110, -0.057, 0.090, 0.061, 0.065, 0.086, 0.107, 0.081, 0.071, 0.076, 0.092, 0.103, 0.630, 0.590, -0.624, -0.095, -0.067, -0.050, -0.127, 0.023, -0.653, -0.150, -0.100, -0.050, -0.113, 0.025, 0.093, 0.113, 0.114, 0.114, 0.095, 0.093, 0.117, 0.078, -0.005, -0.335, 0.138, -0.137, -0.098, -0.008, -0.048, -0.071, 0.067, 0.053, -0.239, -0.027, -0.088, -0.087, 0.020, -0.142, 0.025, 0.093, 0.051, 0.123, 0.109, 0.122, 0.143, 0.119, 0.103, 0.101, 0.071]
}

=====

{
  "formula": "C20H40N2O10",
  "method": "wB97M-V/def2-TZVPD",
  "multiplicity": 1,
  "total_charge": -2,
  "symbols": ["O", "H", "H", "H", "C", "C", "C", "O", "C", "C", "C", "O", "O", "O", "H", "H", "C", "C", "O", "H", "H", "H", "H", "H", "C", "O", "C", "C", "N", "C", "C", "O", "C", "H", "H", "H", "H", "H", "H", "H", "H", "H", "H", "H", "H", "H", "H", "H", "C", "O", "C", "C", "N", "C", "C", "O", "C", "H", "H", "H", "H", "H", "H", "H", "H", "H", "H", "H", "H", "H", "H", "H"],
  "positions_angstrom": [[18.26635, 4.22106, 28.07255], [18.22230, 4.87088, 27.26718], [19.15443, 3.81806, 28.07463], [18.12085, 4.62871, 28.99678], [20.35119, 8.83548, 26.13434], [19.73856, 7.62399, 26.58927], [18.73050, 6.86381, 25.63913], [18.15979, 5.82851, 26.07590], [18.66164, 7.32451, 24.30019], [19.42235, 8.43804, 23.89496], [20.33912, 9.25280, 24.82559], [20.85674, 10.35846, 24.49293], [19.44052, 8.66988, 22.65421], [19.81696, 7.28572, 27.77158], [20.96070, 9.34966, 26.86642], [18.12859, 6.83426, 23.49811], [19.51507, 4.74608, 32.50402], [18.25532, 4.63841, 31.58438], [18.36207, 5.43825, 30.45401], [19.64395, 5.76035, 32.88150], [20.40224, 4.41944, 31.95947], [19.37878, 4.05221, 33.34584], [17.33655, 4.91088, 32.12245], [18.25449, 3.57499, 31.27416], [14.11203, 4.06075, 30.67931], [15.08986, 5.06065, 30.57758], [14.64159, 6.38569, 30.43641], [14.24028, 6.77869, 29.00789], [15.37503, 6.50840, 28.17575], [15.19745, 6.76100, 26.75676], [14.70259, 8.11618, 26.36311], [13.29810, 8.32558, 26.43222], [12.81939, 9.45596, 25.74090], [13.45251, 4.11974, 29.81066], [13.52645, 3.99320, 31.60774], [14.61588, 3.09364, 30.74498], [15.46238, 7.06029, 30.68106], [13.83303, 6.60190, 31.14625], [14.10548, 7.86012, 28.94910], [13.33361, 6.22682, 28.70481], [15.92465, 5.66997, 28.27504], [14.47170, 6.02475, 26.36078], [16.11637, 6.55180, 26.20741], [14.89777, 8.20315, 25.28215], [15.29863, 8.93141, 26.79125], [13.17020, 9.39662, 24.70283], [13.16366, 10.36326, 26.23909], [11.73696, 9.37046, 25.66119], [18.33643, 1.19366, 29.39482], [19.15098, 1.71214, 28.37770], [20.49378, 1.76436, 28.89101], [21.39302, 2.40704, 27.83890], [21.06376, 3.81751, 27.61029], [21.57171, 4.29523, 26.30467], [23.02420, 4.71019, 26.23594], [23.40824, 5.78193, 27.05887], [22.80491, 7.01442, 26.66580], [18.50418, 1.57389, 30.40567], [18.47498, 0.10344, 29.48304], [17.29835, 1.32924, 29.08831], [20.86850, 0.75550, 29.10709], [20.52913, 2.27720, 29.85749], [21.22761, 1.83443, 26.92304], [22.46297, 2.39076, 28.08309], [21.59339, 4.30095, 28.33147], [20.81832, 5.02163, 25.98329], [21.33179, 3.54304, 25.54487], [23.21217, 4.93396, 25.17415], [23.73346, 3.89946, 26.42686], [21.75959, 6.94193, 26.36912], [23.43758, 7.52259, 25.93452], [22.74298, 7.67847, 27.52988]],
  "lowdin_charge": [0.122, 0.079, 0.068, 0.079, -0.059, -0.416, -0.336, -0.097, -0.018, -0.372, -0.416, -0.083, -0.056, 0.005, 0.101, 0.091, -0.132, -0.493, -0.328, 0.050, 0.043, 0.040, 0.072, 0.057, -0.125, -0.191, -0.218, -0.219, -0.042, -0.199, -0.228, -0.220, -0.127, 0.080, 0.075, 0.080, 0.127, 0.111, 0.117, 0.107, 0.106, 0.120, 0.097, 0.116, 0.136, 0.081, 0.085, 0.076, -0.134, -0.189, -0.212, -0.202, -0.043, -0.178, -0.242, -0.184, -0.091, 0.072, 0.079, 0.092, 0.114, 0.121, 0.117, 0.116, 0.128, 0.108, 0.120, 0.121, 0.112, 0.044, 0.093, 0.092]
}

=====

{
  "formula": "KO4S",
  "method": "wB97M-V/def2-TZVPD",
  "multiplicity": 1,
  "total_charge": -1,
  "symbols": ["K", "S", "O", "O", "O", "O"],
  "positions_angstrom": [[-0.50783, -1.67689, 2.05857], [0.10207, 0.36591, -0.43962], [0.73236, 1.13330, -1.51683], [1.16334, -0.11905, 0.51010], [-0.89033, 1.12678, 0.36653], [-0.59961, -0.83005, -0.97874]],
  "lowdin_charge": [0.880, 0.127, -0.430, -0.575, -0.494, -0.508]
}

=====

{
  "formula": "C8H24BeN2O14",
  "method": "wB97M-V/def2-TZVPD",
  "multiplicity": 1,
  "symbols": ["Be", "N", "O", "O", "O", "N", "O", "O", "O", "C", "C", "O", "O", "H", "H", "H", "H", "H", "H", "C", "C", "O", "O", "H", "H", "H", "H", "H", "H", "C", "C", "O", "O", "H", "H", "H", "H", "H", "H", "C", "C", "O", "O", "H", "H", "H", "H", "H", "H"],
  "positions_angstrom": [[-1.19311, -0.21881, -0.01736], [-1.12945, 1.36856, -4.59613], [-0.23250, 0.99756, -5.28216], [-1.22758, 0.85225, -3.53798], [-1.81824, 2.29440, -4.84772], [-5.69543, 1.66153, -0.54165], [-4.75905, 1.04043, -0.00849], [-5.54084, 2.45902, -1.46281], [-6.81692, 1.52566, -0.10112], [0.63805, -1.35492, 4.06685], [0.55431, 0.15725, 4.21079], [-0.59658, 0.63738, 3.57008], [0.34891, -1.65531, 2.69358], [-0.05327, -1.82749, 4.76459], [1.58186, -1.89976, 4.08905], [1.42535, 0.66128, 3.79204], [0.63087, 0.39010, 5.27287], [-0.86649, 1.38276, 4.11152], [0.75658, -2.51815, 2.58919], [4.32124, -2.00025, 0.24652], [3.75684, -0.62622, -0.14657], [2.67699, -0.79597, -1.05459], [4.78562, -2.55601, -1.05272], [3.54774, -2.64547, 0.66304], [5.19263, -1.82513, 0.87748], [4.51430, -0.03401, -0.66003], [3.49863, -0.11366, 0.78010], [3.03313, -0.82185, -1.94572], [5.14887, -1.84897, -1.59098], [-2.86054, -4.44923, 0.10800], [-1.62010, -4.55018, -0.80553], [-1.13974, -3.33452, -1.30251], [-2.98803, -3.19536, 0.73020], [-2.78463, -5.34651, 0.72219], [-3.83838, -4.56748, -0.35886], [-1.80948, -5.18694, -1.66970], [-0.75901, -4.95269, -0.27205], [-0.55805, -3.58706, -2.02325], [-3.79654, -3.25595, 1.24423], [0.84276, 5.25045, -1.83375], [-0.22565, 4.58725, -0.90375], [0.00729, 3.51717, -0.07055], [1.53669, 6.23019, -1.11803], [0.51853, 5.78351, -2.72752], [1.66535, 4.58177, -2.08736], [-1.12942, 4.37063, -1.47331], [-0.55358, 5.35233, -0.20005], [0.57871, 3.84910, 0.62580], [2.43136, 6.21732, -1.46588]],
  "nbo_charge": [0.815, 0.726, -0.396, -0.367, -0.356, 0.706, -0.406, -0.373, -0.366, -0.087, -0.090, -0.707, -0.728, 0.166, 0.178, 0.159, 0.170, 0.479, 0.466, -0.086, -0.086, -0.722, -0.734, 0.190, 0.172, 0.157, 0.177, 0.477, 0.455, -0.084, -0.079, -0.725, -0.714, 0.161, 0.165, 0.175, 0.154, 0.477, 0.478, -0.099, -0.094, -0.707, -0.732, 0.183, 0.162, 0.191, 0.167, 0.465, 0.464]
}

=====

Ordered highest occupied orbital energy results: -0.121, -0.033, -0.114, -0.303; unit Eh.
Ordered relative energy (zero: lowest compared OMol25 entry of this formula, charge and spin) results: 9.92, 6.42, 7.58, 248.74; unit kcal per mole.
Ordered LUMO energy results: 1.74, 4.34, 1.46, -5.51; unit eV.